No. 1
This record from OMol25 describes a molecular structure, C41H46BrF4NO3PSScSi. The level of theory is ωB97M-V/def2-TZVPD.

Properties
HOMO-LUMO gap	7.026	eV
maximum force	0.730	eV/A
calculated total energy	-6633.77255	a.u.
energy relative to the best compared isomer or geometry (same formula, charge and spin)	133.8	kJ/mol

The geometry in XYZ format:
```
100
Properties=species:S:1:pos:R:3:lowdin_charge:R:1
Sc 0.332 -0.121 -0.130 0.903
F -2.592 1.743 -7.550 0.140
C -2.362 1.793 -6.242 -0.135
C -3.412 1.902 -5.358 -0.135
F -4.660 1.981 -5.814 0.134
C -3.159 1.959 -3.998 -0.208
F -4.224 2.149 -3.212 0.102
C -1.878 1.862 -3.473 -0.287
P -1.469 1.824 -1.666 1.086
C -1.288 3.610 -1.373 -0.350
C -0.020 4.118 -1.121 -0.119
C 0.170 5.486 -0.975 -0.073
C -0.907 6.351 -1.085 -0.079
C -2.179 5.851 -1.342 -0.072
C -2.368 4.487 -1.490 -0.084
C -3.000 1.283 -0.853 -0.383
C -3.527 0.046 -1.229 -0.103
C -4.569 -0.521 -0.515 -0.075
C -5.078 0.132 0.602 -0.083
C -4.535 1.344 0.999 -0.068
C -3.495 1.918 0.279 -0.082
C -0.827 1.796 -4.398 -0.591
Br 0.980 1.774 -3.869 0.877
C -1.068 1.758 -5.758 -0.280
F -0.071 1.670 -6.638 0.081
H 0.819 3.440 -1.039 0.085
H 1.162 5.872 -0.777 0.108
H -0.758 7.417 -0.973 0.104
H -3.021 6.525 -1.427 0.105
H -3.360 4.097 -1.691 0.106
H -3.122 -0.476 -2.092 0.097
H -4.980 -1.473 -0.825 0.105
H -5.888 -0.311 1.167 0.102
H -4.909 1.842 1.884 0.107
H -3.051 2.844 0.618 0.110
C 0.931 2.679 1.991 -0.051
C 0.664 1.247 1.576 -0.493
O -0.625 1.124 1.022 -0.321
H 0.106 3.044 2.614 0.083
H 1.009 3.337 1.127 0.044
H 1.854 2.763 2.568 0.069
C -2.571 0.627 5.396 -0.099
C -1.397 1.318 5.667 -0.082
C -0.314 1.215 4.805 -0.021
C -0.391 0.413 3.670 -0.238
C -1.564 -0.286 3.409 -0.011
C -2.650 -0.174 4.265 -0.081
N 0.714 0.332 2.762 -0.031
C 1.924 -0.109 3.266 -0.238
C 3.156 0.352 2.779 -0.055
C 4.352 -0.160 3.268 -0.109
C 4.367 -1.132 4.258 -0.118
C 3.149 -1.582 4.761 -0.105
C 1.952 -1.087 4.279 -0.028
H -3.417 0.710 6.066 0.097
H -1.326 1.944 6.547 0.100
H 0.604 1.752 5.009 0.122
H -1.615 -0.912 2.529 0.110
H -3.561 -0.719 4.048 0.100
H 3.170 1.110 2.009 0.096
H 5.287 0.221 2.873 0.104
H 5.301 -1.516 4.644 0.093
H 3.132 -2.334 5.542 0.102
H 1.014 -1.454 4.676 0.116
C 0.618 -4.692 2.403 -0.098
C 2.015 -4.909 1.825 -0.278
C 2.770 -3.620 1.519 -0.321
S 2.031 -2.681 0.172 1.003
O 0.839 -1.986 0.833 -0.562
C 3.321 -1.414 0.066 -0.330
C 4.316 -1.663 -1.070 -0.264
C 4.006 -0.821 -2.305 -0.098
H 0.166 -5.647 2.673 0.075
H -0.039 -4.193 1.692 0.058
H 0.664 -4.068 3.297 0.076
H 1.963 -5.523 0.921 0.107
H 2.622 -5.468 2.540 0.111
H 3.792 -3.827 1.191 0.107
H 2.802 -2.939 2.376 0.084
H 3.788 -1.380 1.048 0.069
H 2.826 -0.436 -0.025 0.066
H 4.318 -2.726 -1.332 0.101
H 5.321 -1.442 -0.707 0.111
H 2.974 -0.969 -2.622 0.036
H 4.671 -1.067 -3.132 0.081
H 4.134 0.240 -2.073 0.082
C 1.574 -3.200 -3.633 -0.166
Si 0.121 -2.261 -2.902 0.235
C -0.968 -3.479 -1.966 -0.154
C -0.892 -1.606 -4.342 -0.153
O 0.606 -1.088 -1.897 -0.493
H 1.212 -4.003 -4.281 0.033
H 2.201 -3.652 -2.861 0.013
H 2.203 -2.547 -4.245 0.029
H -1.327 -4.290 -2.605 0.033
H -1.847 -2.972 -1.554 0.024
H -0.424 -3.928 -1.129 0.010
H -1.260 -2.436 -4.952 0.039
H -0.295 -0.960 -4.988 0.019
H -1.764 -1.040 -3.998 0.015
```

---

No. 2
This record from OMol25 describes 12 unconnected molecules or ions with the total composition C41H46F7N5O21. The level of theory is ωB97M-V/def2-TZVPD.

Properties
HOMO-LUMO gap	8.270	eV
maximum force	4.674	eV/A
calculated total energy	-4142.85375	a.u.
energy relative to the best compared isomer or geometry (same formula, charge and spin)	43.7	kJ/mol

The geometry in XYZ format:
```
120
Properties=species:S:1:pos:R:3:lowdin_charge:R:1
O -0.935 -19.481 -19.813 0.184
C -1.232 -18.998 -18.789 -0.526
O -0.534 -19.306 -17.632 0.027
C -0.954 -18.425 -16.564 -0.008
C -2.008 -17.541 -17.284 -0.264
F -1.494 -16.269 -17.387 0.046
O -2.238 -18.111 -18.532 0.154
H -1.325 -19.061 -15.817 0.092
H -0.095 -17.797 -16.322 0.120
H -2.963 -17.402 -16.863 0.155
O -3.292 -24.422 -10.369 0.211
C -2.729 -23.413 -10.294 -0.482
O -2.116 -22.955 -9.096 0.057
C -1.492 -21.720 -9.291 -0.074
C -1.590 -21.545 -10.830 -0.235
F -0.342 -21.866 -11.444 -0.010
O -2.494 -22.509 -11.329 0.116
H -1.924 -20.921 -8.828 0.078
H -0.471 -21.657 -8.841 0.156
H -1.874 -20.593 -11.217 0.121
O -1.737 -18.466 -9.435 0.150
C -1.197 -17.808 -8.579 -0.537
O -0.779 -18.317 -7.406 0.083
C 0.144 -17.361 -6.769 0.006
C 0.287 -16.282 -7.861 -0.253
F 1.525 -16.430 -8.506 0.030
O -0.790 -16.539 -8.710 0.139
H -0.275 -16.971 -5.879 0.122
H 1.051 -17.828 -6.523 0.120
H 0.262 -15.226 -7.546 0.173
O 2.693 -19.247 -8.614 0.135
C 2.995 -20.256 -9.205 -0.569
O 3.696 -20.315 -10.305 0.086
C 3.645 -21.646 -10.837 -0.015
C 2.999 -22.464 -9.714 -0.297
F 3.836 -23.299 -9.031 0.057
O 2.542 -21.498 -8.813 0.132
H 2.990 -21.564 -11.712 0.126
H 4.613 -22.021 -11.149 0.144
H 2.254 -23.142 -10.040 0.143
O -1.936 -20.775 -13.680 0.160
C -1.677 -21.408 -14.665 -0.524
O -0.987 -22.577 -14.662 0.048
C -0.830 -23.061 -16.081 0.031
C -1.689 -22.133 -16.891 -0.236
F -2.856 -22.723 -17.388 0.047
O -2.078 -21.170 -15.924 0.110
H 0.211 -22.998 -16.257 0.096
H -1.105 -24.125 -15.989 0.157
H -1.218 -21.630 -17.720 0.140
O 1.481 -16.026 -13.644 0.169
C 1.461 -15.567 -14.746 -0.524
O 1.178 -14.299 -15.061 0.075
C 1.067 -14.147 -16.511 -0.010
C 1.678 -15.409 -16.968 -0.339
F 2.976 -15.190 -17.291 0.068
O 1.648 -16.315 -15.886 0.109
H 0.016 -13.990 -16.830 0.149
H 1.732 -13.274 -16.599 0.153
H 1.107 -15.839 -17.787 0.156
O 2.316 -19.613 -15.003 0.151
C 1.736 -19.163 -14.064 -0.492
O 0.436 -18.813 -14.001 0.046
C 0.086 -18.448 -12.629 -0.009
C 1.351 -18.683 -11.796 -0.271
F 1.093 -19.700 -10.941 0.062
O 2.283 -19.047 -12.789 0.116
H -0.202 -17.432 -12.648 0.109
H -0.799 -19.011 -12.263 0.125
H 1.750 -17.899 -11.187 0.166
C 2.975 -22.686 -16.859 -0.114
C 2.126 -21.770 -17.528 -0.159
C 1.638 -22.301 -18.671 -0.100
N 2.221 -23.590 -18.763 0.033
C 3.020 -23.781 -17.690 -0.148
H 3.287 -22.636 -15.825 0.086
H 1.896 -20.871 -17.002 0.069
H 0.809 -21.964 -19.305 0.116
H 1.947 -24.309 -19.368 0.125
H 3.573 -24.708 -17.488 0.120
C 4.886 -14.175 -14.385 -0.095
C 5.258 -13.443 -15.520 -0.152
C 6.281 -14.060 -16.139 -0.133
N 6.603 -15.234 -15.425 0.013
C 5.778 -15.270 -14.353 -0.151
H 4.135 -13.875 -13.650 0.099
H 4.954 -12.455 -15.772 0.091
H 6.800 -13.846 -17.040 0.094
H 7.390 -15.856 -15.648 0.157
H 6.026 -16.100 -13.664 0.120
C 6.310 -19.166 -18.504 -0.070
C 6.034 -17.857 -17.895 -0.130
C 5.088 -18.029 -16.948 -0.160
N 4.858 -19.376 -16.810 0.034
C 5.566 -20.038 -17.736 -0.174
H 6.910 -19.378 -19.369 0.083
H 6.336 -16.952 -18.305 0.069
H 4.699 -17.240 -16.337 0.096
H 4.143 -19.835 -16.228 0.120
H 5.724 -21.135 -17.626 0.124
C 1.903 -26.082 -11.623 -0.100
C 2.780 -25.444 -12.529 -0.133
C 2.111 -24.408 -13.170 -0.153
N 0.857 -24.359 -12.645 0.011
C 0.685 -25.367 -11.672 -0.084
H 2.054 -26.917 -10.955 0.088
H 3.776 -25.831 -12.852 0.103
H 2.487 -23.632 -13.813 0.088
H 0.107 -23.692 -12.851 0.115
H -0.239 -25.526 -11.266 0.072
C 1.726 -16.204 -21.119 -0.127
C 1.399 -17.557 -21.036 -0.119
C 2.291 -18.157 -20.137 -0.094
N 3.146 -17.142 -19.710 0.016
C 2.777 -16.003 -20.273 -0.212
H 1.137 -15.435 -21.601 0.093
H 0.542 -17.970 -21.505 0.076
H 2.439 -19.177 -19.677 0.120
H 3.910 -17.312 -19.046 0.116
H 3.413 -15.092 -20.114 0.130
```

---

No. 3
This record from OMol25 describes a molecular structure, C41H46N9O7PW. The level of theory is ωB97M-V/def2-TZVPD.

Properties
HOMO-LUMO gap (spin up / spin down)	7.630 / 7.161	eV
multiplicity	3
maximum force	0.926	eV/A
calculated total energy	-3017.10855	a.u.
total charge	+2
energy relative to the best compared isomer or geometry (same formula, charge and spin)	570.8	kJ/mol

The geometry in XYZ format:
```
105
Properties=species:S:1:pos:R:3:lowdin_charge:R:1
W -0.075 0.047 -0.469 1.617
O -1.259 2.731 -2.093 0.093
C -1.956 1.915 -1.515 -0.523
O -1.750 0.611 -1.490 -0.195
C -3.057 2.266 -0.594 -0.047
C -4.120 3.081 -0.936 0.097
C -5.071 3.352 0.031 -0.112
C -4.972 2.851 1.313 0.103
C -3.887 2.050 1.625 -0.067
C -2.877 1.745 0.696 -0.212
O -1.771 1.069 1.023 -0.278
N -3.759 1.639 3.000 -0.170
O -3.483 0.190 3.135 -0.175
O -4.535 2.037 3.850 0.114
N -6.220 4.207 -0.310 -0.353
O -6.324 4.540 -1.469 0.102
O -6.997 4.459 0.581 0.108
H -4.217 3.495 -1.929 0.144
H -5.715 3.088 2.060 0.140
C 2.482 -2.386 -0.097 -0.151
C 3.611 -3.271 -0.676 -0.133
N 4.155 -2.670 -1.880 -0.144
C 3.113 -2.679 -2.893 -0.132
C 1.812 -2.054 -2.338 -0.141
N 2.069 -1.326 -1.061 -0.192
C 3.257 -0.453 -1.260 -0.147
C 4.516 -1.292 -1.588 -0.135
H 2.829 -1.896 0.805 0.091
H 1.604 -2.987 0.139 0.114
H 3.241 -4.266 -0.921 0.130
H 4.407 -3.388 0.058 0.129
H 2.934 -3.704 -3.216 0.130
H 3.472 -2.122 -3.761 0.124
H 1.060 -2.817 -2.117 0.126
H 1.389 -1.363 -3.056 0.060
H 3.396 0.139 -0.351 0.104
H 3.028 0.230 -2.080 0.098
H 5.218 -1.291 -0.754 0.127
H 5.035 -0.873 -2.451 0.127
N 1.888 0.133 1.990 0.020
C 2.417 -0.524 3.028 -0.025
C 1.708 -1.696 3.175 -0.012
C 0.745 -1.662 2.173 -0.157
N 0.835 -0.531 1.451 -0.123
H 2.113 1.061 1.671 0.142
H 3.242 -0.109 3.578 0.145
H 1.853 -2.460 3.913 0.126
H -0.007 -2.393 1.940 0.123
C -1.429 -3.685 5.921 -0.045
C -2.262 -3.858 4.827 -0.046
C -2.407 -2.848 3.890 -0.061
C -1.737 -1.625 4.022 -0.262
C -0.883 -1.485 5.122 -0.105
C -0.734 -2.495 6.057 -0.055
P -1.980 -0.279 2.790 1.054
C -2.328 -1.312 1.262 -0.231
C -3.644 -1.786 1.300 -0.086
C -4.224 -2.476 0.242 -0.022
C -3.513 -2.715 -0.916 -0.029
C -2.214 -2.234 -0.998 -0.067
C -1.640 -1.513 0.046 -0.268
C -1.062 1.130 3.553 -0.248
C -0.211 2.067 2.973 -0.102
C 0.249 3.160 3.687 -0.059
C -0.166 3.369 4.995 -0.042
C -1.062 2.486 5.567 -0.031
C -1.507 1.383 4.855 -0.096
H -1.322 -4.471 6.655 0.119
H -2.810 -4.782 4.698 0.118
H -3.060 -3.044 3.053 0.089
H -0.295 -0.592 5.256 0.096
H -0.070 -2.346 6.899 0.117
H -4.266 -1.601 2.163 0.116
H -5.243 -2.824 0.341 0.126
H -3.951 -3.254 -1.742 0.122
H -1.633 -2.392 -1.899 0.109
H -0.435 -1.652 -0.205 0.057
H 0.042 2.002 1.924 0.066
H 0.899 3.880 3.208 0.108
H 0.178 4.232 5.546 0.119
H -1.435 2.654 6.566 0.124
H -2.229 0.729 5.328 0.122
C 3.112 3.567 -1.739 -0.136
C 2.053 3.344 -0.679 -0.138
N 1.289 2.102 -0.993 0.012
C 1.188 1.671 -2.335 -0.412
N 0.519 0.547 -2.412 -0.120
C -0.057 0.226 -3.724 -0.168
C 0.967 0.534 -4.809 -0.121
C 1.396 1.988 -4.720 -0.094
N 1.718 2.352 -3.335 0.004
C 2.457 3.595 -3.107 -0.103
H 3.863 2.774 -1.702 0.122
H 3.622 4.511 -1.555 0.135
H 1.351 4.182 -0.668 0.139
H 2.486 3.250 0.318 0.114
H 0.317 2.363 -0.761 0.090
H -0.962 0.821 -3.860 0.128
H -0.352 -0.823 -3.732 0.117
H 0.540 0.352 -5.794 0.135
H 1.839 -0.115 -4.707 0.113
H 0.599 2.654 -5.060 0.147
H 2.281 2.182 -5.327 0.136
H 1.780 4.448 -3.211 0.147
H 3.207 3.662 -3.896 0.137
```

---

No. 4
This record from OMol25 describes a molecular structure, C41H47MnN8O5Te. The level of theory is ωB97M-V/def2-TZVPD.

Properties
HOMO-LUMO gap (spin up / spin down)	6.245 / 7.309	eV
multiplicity	6
maximum force	0.264	eV/A
calculated total energy	-3823.83895	a.u.
total charge	-1
energy relative to the best compared isomer or geometry (same formula, charge and spin)	1.3	kJ/mol

The geometry in XYZ format:
```
103
Properties=species:S:1:pos:R:3:lowdin_charge:R:1
Mn -0.169 0.010 0.134 0.577
C 3.370 -2.442 1.367 -0.020
O 3.845 -1.632 2.456 -0.093
C 5.087 -1.090 2.343 -0.242
C 6.047 -1.466 3.275 -0.014
C 7.324 -0.929 3.251 -0.099
C 7.655 0.005 2.280 -0.102
C 6.697 0.412 1.367 -0.021
C 5.407 -0.113 1.383 -0.171
N 4.495 0.328 0.406 0.147
C 3.127 0.497 0.581 -0.381
N 2.819 0.979 1.820 0.156
C 1.730 0.616 2.675 -0.228
C 0.464 0.283 2.217 -0.148
C -0.458 -0.053 3.226 -0.139
C -0.153 -0.040 4.575 -0.105
C 1.128 0.311 4.996 -0.048
C 2.068 0.634 4.039 -0.238
O 3.369 0.998 4.348 -0.119
C 3.920 0.438 5.521 -0.093
N 2.268 0.281 -0.359 0.134
C 2.760 -0.180 -1.604 -0.222
C 2.455 -1.469 -2.041 -0.038
C 2.938 -1.953 -3.247 -0.091
C 3.735 -1.153 -4.055 -0.102
C 4.021 0.142 -3.655 -0.026
C 3.530 0.633 -2.452 -0.273
O 3.908 1.909 -2.104 -0.106
C 2.854 2.804 -1.741 -0.065
H 3.614 -3.488 1.567 0.093
H 3.821 -2.144 0.420 0.086
H 2.289 -2.314 1.304 0.076
H 5.761 -2.207 4.011 0.120
H 8.057 -1.247 3.981 0.097
H 8.649 0.432 2.244 0.096
H 6.927 1.169 0.627 0.115
H 4.833 0.371 -0.540 0.132
H 3.647 1.161 2.370 0.120
H -1.465 -0.337 2.934 0.080
H -0.905 -0.299 5.313 0.090
H 1.384 0.324 6.047 0.096
H 3.535 0.926 6.421 0.082
H 4.996 0.593 5.465 0.085
H 3.706 -0.633 5.573 0.099
H 1.826 -2.082 -1.407 0.070
H 2.691 -2.963 -3.549 0.103
H 4.117 -1.526 -4.997 0.096
H 4.621 0.805 -4.266 0.115
H 3.095 3.771 -2.183 0.090
H 2.781 2.900 -0.657 0.073
H 1.896 2.454 -2.124 0.062
C -0.865 4.619 3.600 -0.069
C -0.987 5.686 2.514 -0.409
C -2.372 5.671 1.875 -0.073
C 0.112 5.566 1.458 -0.116
N -0.007 4.392 0.609 -0.087
C 0.215 3.105 0.876 -0.145
N -0.036 2.414 -0.208 -0.014
N -0.438 3.300 -1.139 -0.012
N -0.404 4.493 -0.672 0.065
H -1.569 4.828 4.407 0.080
H 0.140 4.598 4.030 0.078
H -1.110 3.630 3.212 0.054
H -0.816 6.668 2.972 0.128
H -2.588 4.682 1.466 0.059
H -2.455 6.411 1.076 0.075
H -3.135 5.889 2.625 0.078
H 1.094 5.535 1.934 0.126
H 0.086 6.415 0.776 0.120
H 0.527 2.693 1.820 0.116
C 0.386 0.886 -4.251 -0.447
Te -1.082 0.261 -2.825 1.254
C -1.026 -1.766 -3.452 -0.432
H 1.305 0.321 -4.115 -0.029
H 0.578 1.946 -4.085 -0.016
H 0.007 0.747 -5.262 -0.009
H -1.474 -1.874 -4.438 -0.004
H -1.591 -2.314 -2.701 -0.020
H 0.009 -2.102 -3.456 -0.018
C -0.104 -2.169 -0.076 -0.071
C 0.005 -3.377 -0.233 -0.176
C 0.166 -4.788 -0.405 -0.262
C 0.005 -5.382 -1.664 -0.044
C 0.180 -6.746 -1.835 -0.105
C 0.520 -7.553 -0.757 -0.121
C 0.681 -6.978 0.497 -0.107
C 0.506 -5.615 0.673 -0.049
H -0.265 -4.752 -2.502 0.102
H 0.049 -7.183 -2.818 0.094
H 0.657 -8.619 -0.892 0.088
H 0.943 -7.597 1.347 0.093
H 0.628 -5.165 1.650 0.110
O -2.421 2.299 1.764 0.000
C -2.975 1.395 1.149 -0.506
C -4.493 1.202 1.182 -0.095
C -4.717 -0.013 0.300 -0.094
C -3.323 -0.303 -0.255 -0.546
O -3.114 -1.111 -1.144 -0.065
N -2.373 0.476 0.348 0.069
H -4.963 2.109 0.799 0.113
H -4.810 1.081 2.218 0.111
H -5.409 0.142 -0.527 0.112
H -5.051 -0.894 0.851 0.115
```